No. 1
Density functional theory data (the ωB97M-V functional and the def2-TZVPD basis) for a molecular structure, C40H43Cl5MgNO4PSSi2.

2S+1 ... 1
Molecular weight ... 922.6 g mol⁻¹
Electronic energy ... -5725.5836 a.u.
Total charge ... -2
Energy above the lowest of the compared OMol25 structures with the same formula, charge and spin ... 25.6 kcal per mole

Positions of all 98 atoms, in Å:
Mg (0.744, -1.425, -0.675)
C (2.847, 1.309, 7.279)
C (2.261, 0.785, 5.996)
C (0.894, 0.583, 5.868)
C (0.356, 0.037, 4.708)
C (1.189, -0.296, 3.660)
C (2.561, -0.095, 3.766)
C (3.087, 0.442, 4.926)
S (0.577, -1.128, 2.208)
O (1.336, -2.370, 2.191)
O (0.987, -0.190, 1.115)
N (-0.936, -1.277, 2.303)
C (-1.460, -2.622, 2.135)
C (-1.388, -3.219, 0.712)
O (-2.038, -4.240, 0.505)
O (-0.671, -2.609, -0.150)
H (2.128, 1.925, 7.821)
H (3.739, 1.909, 7.093)
H (3.138, 0.486, 7.938)
H (0.235, 0.856, 6.685)
H (-0.705, -0.139, 4.600)
H (3.203, -0.360, 2.936)
H (4.158, 0.595, 5.005)
H (-2.517, -2.601, 2.412)
H (-0.968, -3.357, 2.783)
C (-0.926, 3.417, 4.192)
C (-0.100, 3.541, 3.086)
C (-0.361, 2.818, 1.930)
C (-1.446, 1.950, 1.854)
C (-2.245, 1.805, 2.987)
C (-2.001, 2.540, 4.136)
P (-1.765, 0.921, 0.341)
C (-3.596, 0.797, 0.499)
C (-4.442, 1.883, 0.730)
C (-5.811, 1.707, 0.849)
C (-6.357, 0.431, 0.756)
C (-5.526, -0.659, 0.553)
C (-4.154, -0.475, 0.425)
C (-1.567, 2.243, -0.951)
C (-2.559, 2.892, -1.678)
C (-2.238, 3.748, -2.722)
C (-0.914, 3.971, -3.069)
C (0.090, 3.313, -2.371)
C (-0.238, 2.453, -1.337)
H (-0.726, 3.984, 5.093)
H (0.762, 4.196, 3.119)
H (0.307, 2.929, 1.088)
H (-3.061, 1.094, 2.976)
H (-2.643, 2.408, 4.999)
H (-4.017, 2.875, 0.839)
H (-6.453, 2.563, 1.018)
H (-7.426, 0.290, 0.855)
H (-5.935, -1.659, 0.492)
H (-3.512, -1.332, 0.270)
H (-3.603, 2.717, -1.450)
H (-3.032, 4.229, -3.280)
H (-0.667, 4.627, -3.894)
H (1.128, 3.436, -2.655)
H (0.555, 1.905, -0.836)
Cl (2.252, -4.580, -0.203)
C (3.327, -3.229, 0.083)
C (2.900, -1.971, -0.304)
C (3.820, -0.969, -0.090)
Cl (3.419, 0.663, -0.645)
C (5.063, -1.147, 0.513)
Cl (6.149, 0.183, 0.785)
C (5.432, -2.427, 0.907)
Cl (6.969, -2.702, 1.662)
C (4.557, -3.486, 0.676)
Cl (5.028, -5.091, 1.146)
C (-1.452, 0.136, -4.994)
Si (-1.047, -1.168, -3.672)
C (-1.227, -2.857, -4.515)
C (-2.530, -1.139, -2.519)
C (0.575, -0.857, -2.876)
Si (2.026, -1.066, -3.989)
C (3.555, -2.009, -3.411)
C (1.688, -1.931, -5.649)
C (2.667, 0.643, -4.505)
H (-2.423, -0.049, -5.463)
H (-0.695, 0.158, -5.781)
H (-1.481, 1.130, -4.539)
H (-2.292, -3.088, -4.585)
H (-0.759, -3.647, -3.927)
H (-0.807, -2.889, -5.519)
H (-3.427, -1.493, -3.035)
H (-2.742, -0.140, -2.139)
H (-2.336, -1.800, -1.675)
H (0.591, 0.227, -2.676)
H (3.298, -2.957, -2.936)
H (4.152, -1.443, -2.698)
H (4.179, -2.221, -4.285)
H (1.402, -2.975, -5.516)
H (2.607, -1.906, -6.239)
H (0.901, -1.444, -6.227)
H (3.049, 1.187, -3.640)
H (1.858, 1.235, -4.942)
H (3.472, 0.565, -5.240)

=====

No. 2
Density functional theory data (the ωB97M-V functional and the def2-TZVPD basis) for 3 unconnected molecules or ions with the total composition C40H43ClO6PS.

2S+1 ... 1
Molecular weight ... 718.3 g mol⁻¹
Electronic energy ... -3201.0274 a.u.
Total charge ... +1
Energy above the lowest of the compared OMol25 structures with the same formula, charge and spin ... 2.0 kcal per mole

Positions of all 92 atoms, in Å:
C (-6.329, -0.721, 2.308)
O (-5.197, -0.819, 1.477)
C (-5.435, -0.351, 0.164)
C (-4.112, -0.336, -0.574)
C (-3.133, 0.728, -0.094)
C (-3.682, 2.156, -0.128)
C (-2.588, 3.230, -0.242)
C (-2.735, 4.357, 0.776)
C (-1.773, 5.509, 0.510)
C (-1.615, 6.481, 1.675)
C (-2.944, 6.931, 2.282)
C (-2.827, 8.193, 3.131)
C (-2.279, 9.441, 2.423)
S (-2.704, 9.480, 0.637)
P (-3.751, 11.512, 0.484)
O (-5.243, 10.967, 0.366)
Cl (-3.198, 11.831, -1.436)
H (-6.126, -1.289, 3.214)
H (-6.536, 0.323, 2.579)
H (-7.221, -1.137, 1.823)
H (-6.154, -1.006, -0.347)
H (-5.883, 0.653, 0.208)
H (-3.657, -1.321, -0.446)
H (-4.301, -0.211, -1.644)
H (-2.240, 0.673, -0.724)
H (-2.810, 0.484, 0.922)
H (-4.266, 2.341, 0.779)
H (-4.383, 2.249, -0.964)
H (-2.610, 3.673, -1.242)
H (-1.604, 2.768, -0.123)
H (-2.563, 3.955, 1.782)
H (-3.773, 4.707, 0.759)
H (-2.102, 6.055, -0.383)
H (-0.791, 5.091, 0.270)
H (-1.009, 6.012, 2.455)
H (-1.040, 7.355, 1.338)
H (-3.697, 7.074, 1.499)
H (-3.342, 6.144, 2.924)
H (-3.794, 8.434, 3.573)
H (-2.142, 8.002, 3.961)
H (-2.698, 10.354, 2.844)
H (-1.196, 9.517, 2.474)
H (-1.518, 9.842, 0.121)
H (-5.527, 10.605, -0.494)
C (2.367, -1.726, -4.007)
C (3.168, -2.863, -4.030)
C (2.648, -4.082, -3.631)
C (1.334, -4.168, -3.187)
C (0.531, -3.027, -3.164)
C (1.052, -1.808, -3.581)
C (-0.880, -3.086, -2.690)
O (-1.586, -2.100, -2.682)
C (-1.396, -4.404, -2.219)
C (-2.699, -4.485, -1.744)
C (-3.200, -5.696, -1.299)
C (-2.403, -6.835, -1.328)
C (-1.103, -6.761, -1.799)
C (-0.594, -5.547, -2.245)
C (0.813, -5.489, -2.731)
O (1.519, -6.476, -2.735)
H (2.773, -0.774, -4.324)
H (4.198, -2.797, -4.353)
H (3.251, -4.980, -3.658)
H (0.415, -0.935, -3.560)
H (-3.306, -3.590, -1.731)
H (-4.215, -5.756, -0.927)
H (-2.797, -7.781, -0.983)
H (-0.468, -7.636, -1.831)
C (4.027, -6.958, 1.086)
C (3.706, -6.411, -0.152)
C (4.372, -5.285, -0.602)
C (5.360, -4.697, 0.178)
C (5.679, -5.245, 1.421)
C (5.010, -6.378, 1.870)
C (6.725, -4.631, 2.288)
O (7.012, -5.106, 3.365)
C (7.406, -3.402, 1.782)
C (8.368, -2.793, 2.578)
C (9.022, -1.659, 2.128)
C (8.719, -1.128, 0.878)
C (7.761, -1.730, 0.081)
C (7.099, -2.867, 0.530)
C (6.064, -3.492, -0.345)
O (5.806, -3.035, -1.439)
H (3.509, -7.840, 1.438)
H (2.935, -6.855, -0.769)
H (4.137, -4.844, -1.560)
H (5.274, -6.790, 2.835)
H (8.593, -3.224, 3.544)
H (9.771, -1.187, 2.749)
H (9.236, -0.245, 0.527)
H (7.513, -1.333, -0.894)

=====

No. 3
Density functional theory data (the ωB97M-V functional and the def2-TZVPD basis) for a molecular structure, C40H43CrN3O3PSe2 in a non-equilibrium geometry.

2S+1 ... 2
Molecular weight ... 854.7 g mol⁻¹
Electronic energy ... -8128.6963 a.u.

Positions of all 93 atoms, in Å:
Cr (-0.400, 0.203, 0.397)
C (-4.377, -1.532, -0.620)
O (-4.824, -0.332, -1.251)
C (-4.382, 0.888, -0.831)
C (-5.197, 1.942, -1.181)
C (-4.907, 3.260, -0.817)
C (-3.772, 3.516, -0.093)
C (-2.890, 2.472, 0.234)
C (-1.755, 2.775, 1.063)
N (-0.826, 1.936, 1.329)
N (0.063, 2.288, 2.341)
C (0.604, 1.183, 2.784)
O (0.302, 0.008, 2.312)
C (1.591, 1.281, 3.891)
C (1.945, 2.516, 4.428)
C (2.922, 2.594, 5.408)
C (3.553, 1.441, 5.859)
C (3.196, 0.205, 5.333)
C (2.219, 0.125, 4.348)
C (-3.167, 1.124, -0.134)
O (-2.353, 0.150, 0.182)
H (-4.986, -2.327, -1.046)
H (-4.545, -1.496, 0.458)
H (-3.327, -1.727, -0.803)
H (-6.089, 1.709, -1.754)
H (-5.588, 4.059, -1.085)
H (-3.537, 4.523, 0.240)
H (-1.721, 3.733, 1.578)
H (1.444, 3.405, 4.064)
H (3.201, 3.558, 5.818)
H (4.323, 1.505, 6.619)
H (3.680, -0.698, 5.688)
H (1.938, -0.827, 3.916)
C (-1.798, -3.842, -2.318)
Se (-0.948, -3.050, -0.744)
C (-2.086, -3.943, 0.592)
C (-1.257, -4.364, 1.794)
Se (-0.261, -2.837, 2.496)
C (-1.830, -1.921, 3.210)
H (-2.735, -3.340, -2.555)
H (-1.971, -4.900, -2.134)
H (-1.099, -3.734, -3.146)
H (-2.538, -4.802, 0.095)
H (-2.874, -3.249, 0.880)
H (-0.523, -5.119, 1.518)
H (-1.889, -4.759, 2.588)
H (-2.563, -2.671, 3.506)
H (-2.247, -1.242, 2.471)
H (-1.513, -1.355, 4.080)
C (0.681, 2.395, -2.131)
P (-0.341, 0.878, -1.966)
C (0.572, -0.268, -3.063)
C (-1.780, 1.298, -3.008)
C (-2.391, 0.319, -3.791)
C (-3.469, 0.640, -4.605)
C (-3.954, 1.940, -4.637)
C (-3.367, 2.915, -3.841)
C (-2.291, 2.595, -3.027)
H (0.432, 3.100, -1.338)
H (0.534, 2.870, -3.100)
H (1.729, 2.115, -2.021)
H (0.485, 0.044, -4.103)
H (0.197, -1.285, -2.948)
H (1.615, -0.269, -2.764)
H (-2.029, -0.703, -3.762)
H (-3.925, -0.125, -5.223)
H (-4.791, 2.193, -5.278)
H (-3.753, 3.928, -3.847)
H (-1.852, 3.362, -2.399)
N (1.240, -0.280, -0.056)
C (2.488, -0.454, -0.122)
C (3.463, 0.552, 0.418)
C (4.739, 0.150, 0.817)
C (5.622, 1.063, 1.378)
C (5.246, 2.390, 1.530)
C (3.979, 2.797, 1.136)
C (3.092, 1.882, 0.593)
C (3.064, -1.696, -0.743)
C (3.969, -1.598, -1.799)
C (4.466, -2.743, -2.403)
C (4.078, -3.998, -1.945)
C (3.194, -4.100, -0.881)
C (2.688, -2.952, -0.283)
H (5.038, -0.885, 0.698)
H (6.601, 0.733, 1.705)
H (5.938, 3.104, 1.962)
H (3.672, 3.827, 1.273)
H (2.094, 2.192, 0.313)
H (4.287, -0.620, -2.146)
H (5.160, -2.659, -3.230)
H (4.474, -4.891, -2.411)
H (2.887, -5.074, -0.517)
H (2.010, -3.013, 0.556)

=====

No. 4
Density functional theory data (the ωB97M-V functional and the def2-TZVPD basis) for a molecular structure, C40H43N11O3PbS3 in a non-equilibrium geometry.

2S+1 ... 1
Molecular weight ... 1029.3 g mol⁻¹
Electronic energy ... -3765.0893 a.u.
Total charge ... +2
Energy above the lowest of the compared OMol25 structures with the same formula, charge and spin ... 34.6 kcal per mole

Positions of all 101 atoms, in Å:
Pb (0.648, -0.179, 0.258)
N (-2.832, -0.306, 3.833)
C (-3.956, -1.078, 3.446)
C (-5.250, -0.857, 3.967)
C (-6.329, -1.590, 3.478)
C (-6.143, -2.595, 2.534)
C (-4.887, -2.810, 2.008)
C (-3.799, -2.036, 2.386)
S (-2.234, -2.477, 1.788)
N (-1.371, -1.061, 2.137)
C (-1.638, -0.260, 3.110)
C (-0.593, 0.614, 3.660)
C (-0.610, 1.096, 4.978)
C (0.349, 2.018, 5.399)
C (1.303, 2.424, 4.500)
C (1.394, 1.700, 3.310)
N (0.478, 0.880, 2.838)
H (-3.020, 0.477, 4.503)
H (-5.445, -0.079, 4.739)
H (-7.322, -1.357, 3.872)
H (-7.041, -3.184, 2.185)
H (-4.613, -3.571, 1.270)
H (-1.331, 0.728, 5.661)
H (0.357, 2.224, 6.472)
H (2.008, 3.247, 4.766)
H (2.265, 1.815, 2.664)
O (7.890, -1.858, -1.125)
C (7.374, -1.844, 0.230)
C (5.921, -1.383, 0.123)
C (5.079, -1.554, 1.225)
C (3.749, -1.195, 1.152)
N (3.226, -0.573, 0.063)
C (4.038, -0.428, -1.022)
C (5.351, -0.839, -1.006)
C (3.563, 0.267, -2.230)
C (4.468, 0.910, -3.080)
C (3.967, 1.536, -4.214)
C (4.923, 2.210, -5.205)
O (6.031, 1.321, -5.391)
C (2.566, 1.477, -4.442)
C (1.765, 0.771, -3.553)
N (2.262, 0.036, -2.562)
H (8.849, -1.835, -1.118)
H (7.891, -1.169, 0.918)
H (7.351, -2.851, 0.645)
H (5.413, -1.996, 2.158)
H (3.091, -1.436, 1.955)
H (5.983, -0.716, -1.925)
H (5.529, 0.932, -2.819)
H (5.296, 3.150, -4.791)
H (4.410, 2.548, -6.112)
H (6.106, 1.033, -6.346)
H (2.062, 2.038, -5.230)
H (0.667, 0.755, -3.576)
N (0.356, -5.185, -0.911)
C (0.225, -4.601, -2.132)
C (0.357, -3.236, -1.893)
N (0.731, -2.988, -0.605)
C (0.628, -4.198, -0.012)
C (0.689, -4.405, 1.393)
N (0.663, -3.426, 2.297)
C (0.795, -4.042, 3.495)
C (0.780, -5.382, 3.380)
N (0.737, -5.660, 2.037)
H (0.290, -6.170, -0.715)
H (-0.034, -5.176, -3.023)
H (0.405, -2.460, -2.670)
H (0.762, -3.440, 4.382)
H (0.916, -6.171, 4.096)
H (0.934, -6.543, 1.587)
C (-0.334, 4.904, 1.880)
N (0.740, 4.307, 1.097)
C (0.487, 3.317, 0.260)
N (-0.762, 3.211, -0.221)
S (1.800, 2.308, -0.231)
H (0.001, 5.806, 2.406)
H (-0.743, 4.124, 2.576)
H (-1.140, 5.364, 1.222)
H (1.678, 4.405, 1.440)
H (-1.509, 3.626, 0.382)
H (-1.034, 2.317, -0.713)
C (-5.822, 4.571, -3.710)
C (-4.984, 3.379, -3.319)
C (-4.819, 3.060, -1.951)
C (-3.928, 2.103, -1.547)
C (-3.293, 1.265, -2.508)
C (-3.575, 1.481, -3.833)
C (-4.385, 2.532, -4.232)
S (-2.187, -0.068, -2.106)
C (-3.355, -1.324, -1.668)
O (-1.501, 0.370, -0.803)
H (-6.885, 4.316, -3.442)
H (-5.692, 4.800, -4.778)
H (-5.585, 5.495, -3.151)
H (-5.323, 3.566, -1.150)
H (-3.784, 1.943, -0.476)
H (-3.142, 0.795, -4.589)
H (-4.585, 2.702, -5.312)
H (-3.926, -0.960, -0.790)
H (-2.855, -2.253, -1.386)
H (-4.003, -1.472, -2.535)

=====

No. 5
Density functional theory data (the ωB97M-V functional and the def2-TZVPD basis) for a molecular structure, C40H43N5O5P2PrS2 in a non-equilibrium geometry.

2S+1 ... 3
Molecular weight ... 940.8 g mol⁻¹
Electronic energy ... -4196.0023 a.u.
Total charge ... -1
Energy above the lowest of the compared OMol25 structures with the same formula, charge and spin ... 32.9 kcal per mole

Positions of all 98 atoms, in Å:
Pr (13.860, 1.739, 19.534)
C (13.601, -2.685, 21.364)
C (14.340, -1.782, 20.392)
N (14.605, -0.507, 20.801)
N (15.027, -0.413, 22.048)
C (15.207, 0.916, 22.374)
O (15.142, 1.927, 21.540)
C (15.445, 1.149, 23.802)
C (16.035, 0.129, 24.572)
C (16.388, 0.374, 25.905)
C (15.999, 1.572, 26.518)
C (15.388, 2.543, 25.788)
C (15.199, 2.337, 24.391)
C (14.496, -2.306, 19.070)
C (14.335, -3.628, 18.765)
C (14.250, -4.080, 17.449)
C (14.232, -3.184, 16.405)
C (14.367, -1.750, 16.664)
N (14.716, -1.479, 17.934)
H (12.607, -2.401, 21.668)
H (14.199, -2.748, 22.337)
H (13.415, -3.646, 20.899)
H (15.952, -0.944, 24.178)
H (16.744, -0.381, 26.520)
H (16.301, 1.724, 27.564)
H (15.146, 3.504, 26.259)
H (14.843, 3.110, 23.775)
H (14.369, -4.350, 19.554)
H (14.066, -5.179, 17.247)
H (14.044, -3.584, 15.401)
H (14.126, 0.279, 16.011)
C (15.585, 6.323, 19.628)
C (15.250, 5.008, 19.025)
S (13.579, 4.611, 18.796)
C (16.325, 4.193, 18.552)
C (17.730, 4.576, 18.959)
S (15.947, 2.955, 17.422)
H (14.669, 6.886, 19.822)
H (16.173, 6.911, 18.970)
H (16.104, 6.236, 20.623)
H (17.935, 3.981, 19.905)
H (17.845, 5.634, 19.082)
H (18.341, 4.215, 18.127)
O (16.291, -0.316, 19.055)
N (15.227, -0.160, 18.217)
C (14.423, -0.707, 15.602)
C (13.631, -1.097, 14.315)
C (14.112, -2.153, 13.494)
C (13.343, -2.662, 12.447)
C (12.203, -1.964, 12.090)
C (11.891, -0.816, 12.745)
C (12.618, -0.253, 13.782)
P (12.145, 1.353, 14.549)
C (10.366, 1.628, 14.230)
C (9.787, 2.844, 13.712)
C (8.412, 3.013, 13.600)
C (7.544, 2.006, 14.045)
C (8.083, 0.783, 14.511)
C (9.435, 0.593, 14.672)
C (12.886, 2.491, 13.366)
C (13.806, 3.451, 13.979)
C (14.627, 4.282, 13.267)
C (14.561, 4.284, 11.897)
C (13.740, 3.355, 11.257)
C (12.846, 2.493, 12.001)
H (15.944, -0.456, 20.008)
H (15.491, -0.686, 15.247)
H (15.111, -2.530, 13.668)
H (13.644, -3.524, 11.855)
H (11.701, -2.247, 11.200)
H (10.909, -0.356, 12.605)
H (10.427, 3.563, 13.218)
H (7.971, 3.877, 13.169)
H (6.504, 2.136, 13.947)
H (7.388, -0.021, 14.732)
H (9.766, -0.425, 14.954)
H (13.775, 3.484, 15.062)
H (15.316, 4.887, 13.884)
H (15.154, 4.985, 11.306)
H (13.658, 3.334, 10.168)
H (12.168, 1.906, 11.399)
C (9.234, 2.741, 21.374)
P (10.975, 2.839, 21.833)
C (11.246, 4.606, 21.997)
C (11.251, 2.095, 23.427)
O (11.995, 2.249, 20.838)
H (9.200, 2.560, 20.304)
H (8.706, 3.706, 21.622)
H (8.665, 1.868, 21.834)
H (11.217, 4.797, 23.123)
H (10.498, 5.196, 21.417)
H (12.238, 4.886, 21.583)
H (10.460, 2.306, 24.184)
H (12.202, 2.408, 23.844)
H (11.292, 0.991, 23.281)
O (11.236, -0.218, 17.008)
N (12.048, 0.405, 17.729)
O (12.051, 0.218, 18.972)

=====

Question: Which of these has the highest electronic energy?
Answer: C40H43ClO6PS

=====

Question: Among the records above, which one has the highest electronic energy?
Answer: C40H43ClO6PS